Computed, not measured: a 2-piece molecular cluster, C7H16N2O2 overall in a non-equilibrium geometry, with the ωB97M-V functional and the def2-TZVPD basis.

Geometry (Å):
1 C -3.447 -0.988 0.955
2 C -2.044 -1.658 -1.100
3 C 2.034 1.767 -0.619
4 C 2.181 0.426 1.555
5 C 2.742 -0.542 -0.708
6 C -2.546 -0.669 -0.134
7 C 1.814 0.378 -0.018
8 N -2.445 0.582 -0.326
9 N -2.015 1.591 0.223
10 O -2.235 2.790 0.087
11 O 0.486 -0.216 -0.261
12 H -4.532 -0.815 1.106
13 H -3.358 -2.098 1.057
14 H -3.011 -0.565 1.881
15 H -1.119 -1.999 -0.685
16 H -1.912 -1.305 -2.037
17 H -2.705 -2.533 -1.143
18 H 1.887 1.831 -1.792
19 H 1.466 2.642 -0.301
20 H 3.070 2.035 -0.307
21 H 3.289 0.760 1.570
22 H 2.210 -0.524 2.087
23 H 1.575 1.088 2.193
24 H 2.273 -0.726 -1.794
25 H 3.793 -0.111 -0.843
26 H 2.782 -1.568 -0.268
27 H -0.232 0.427 -0.377

Values from the calculation:
Net charge: 0
SMILES: CC(C)=NN=O.CC(C)(C)O
Frontier orbital gap (alpha / beta), Ha: 0.3113 / 0.3112
HOMO (alpha / beta), eV: -8.342 / -8.341
Energy above the lowest of the compared OMol25 structures with the same formula, charge and spin, kcal per mole: 125.8

Mulliken population analysis, charges in e, atoms 1 to 2: number 1, C, carries -1.276; number 2, C, carries -1.479



Computed, not measured: C7H16N2O2S as an isolated structure in a non-equilibrium geometry, with the ωB97M-V functional and the def2-TZVPD basis.

Geometry (Å):
1 C 1.821 0.037 -0.260
2 C 0.911 3.402 1.372
3 C 0.035 -2.495 1.229
4 C -0.063 -1.555 -2.033
5 C -2.013 -0.293 -1.713
6 C 0.334 1.956 1.681
7 C -0.159 -0.272 0.034
8 N -0.694 -1.321 0.837
9 N -0.542 -0.402 -1.439
10 O 1.741 0.587 -1.318
11 O 2.481 -0.228 0.680
12 S -0.922 1.275 0.599
13 H 1.510 3.246 0.500
14 H 0.112 4.052 1.238
15 H 1.635 3.570 2.160
16 H -0.480 -3.376 0.917
17 H 1.031 -2.310 0.658
18 H 0.216 -2.536 2.308
19 H -0.358 -2.354 -1.345
20 H -0.469 -1.630 -3.082
21 H 1.103 -1.470 -2.011
22 H -2.342 0.654 -1.247
23 H -2.165 -0.298 -2.802
24 H -2.471 -1.054 -1.084
25 H -0.190 2.135 2.638
26 H 1.231 1.235 1.681
27 H -1.387 -1.026 1.497
28 H 0.094 0.471 -1.696

Values from the calculation:
Net charge: 0
Frontier orbital gap, Ha: 0.3070
HOMO, eV: -7.738
Energy above the lowest of the compared OMol25 structures with the same formula, charge and spin, kcal per mole: 46.8

Mulliken population analysis, charges in e, atoms 1 to 2: number 1, C, carries 0.685; number 2, C, carries -1.254



Computed, not measured: an isolated ion of composition C7H16N3 and charge +1 in a non-equilibrium geometry, with the ωB97M-V functional and the def2-TZVPD basis.

Geometry (Å):
1 C 0.439 -0.413 1.298
2 C 0.385 0.182 0.046
3 C -2.351 -0.960 1.054
4 C -2.127 0.395 1.634
5 C 2.385 2.502 -2.443
6 C -1.550 -3.259 1.197
7 C 1.450 1.368 -2.063
8 N -0.243 -1.423 1.809
9 N -1.420 -1.853 1.321
10 N 1.524 1.021 -0.579
11 H 1.347 -0.239 1.758
12 H -0.292 -0.152 -0.836
13 H -3.194 -1.241 0.534
14 H -2.975 0.896 1.843
15 H -1.521 0.929 0.829
16 H -1.397 0.275 2.440
17 H 2.251 3.442 -1.971
18 H 3.488 2.226 -2.512
19 H 2.212 2.827 -3.529
20 H -0.814 -3.845 1.792
21 H -2.408 -3.635 1.661
22 H -1.529 -3.578 0.158
23 H 1.846 0.489 -2.658
24 H 0.390 1.508 -2.249
25 H 1.557 1.909 -0.060
26 H 2.547 0.631 -0.475

Values from the calculation:
Net charge: +1
Frontier orbital gap (alpha / beta), Ha: 0.3147 / 0.3147
HOMO (alpha / beta), eV: -11.512 / -11.511
Energy above the lowest of the compared OMol25 structures with the same formula, charge and spin, kcal per mole: 120.8

Mulliken population analysis, charges in e, atoms 1 to 2: number 1, C, carries -0.400; number 2, C, carries -0.488



Computed, not measured: a 2-piece molecular cluster, C7H16N4O overall in a non-equilibrium geometry, with the ωB97M-V functional and the def2-TZVPD basis.

Geometry (Å):
1 C 2.916 1.547 -1.450
2 C 0.744 -3.552 1.468
3 C -1.124 0.601 1.687
4 C -2.498 -0.816 0.194
5 C -1.068 1.756 -0.891
6 C 1.885 1.257 -0.591
7 C 0.792 0.239 -1.136
8 N 3.645 1.661 -2.361
9 N 0.762 -4.386 2.284
10 N -1.207 -0.312 0.538
11 N -0.599 0.451 -0.814
12 O 0.574 -2.536 0.908
13 H -0.190 0.353 2.184
14 H -1.141 1.601 1.374
15 H -1.939 0.536 2.329
16 H -2.983 0.081 0.048
17 H -2.502 -1.525 -0.557
18 H -2.985 -1.406 1.063
19 H -0.844 2.043 -2.021
20 H -2.105 1.756 -0.721
21 H -0.657 2.574 -0.350
22 H 1.375 2.244 -0.483
23 H 2.356 0.946 0.348
24 H 0.604 0.337 -2.267
25 H 1.013 -0.799 -0.899
26 H 4.532 1.685 -2.947
27 H 1.164 -5.259 2.539
28 H -0.521 -1.077 0.524

Values from the calculation:
Net charge: +2
Frontier orbital gap, Ha: 0.3583
HOMO, eV: -17.204
Energy above the lowest of the compared OMol25 structures with the same formula, charge and spin, kcal per mole: 51.4

Mulliken population analysis, charges in e, atoms 1 to 2: number 1, C, carries 0.104; number 2, C, carries 0.336



Computed, not measured: an isolated ion of composition C7H16N5 and charge +1 in a non-equilibrium geometry, with the ωB97M-V functional and the def2-TZVPD basis.

Geometry (Å):
1 N 3.568 -0.386 1.065
2 C 3.293 0.224 -0.317
3 C 1.664 0.353 -0.444
4 C 1.089 1.896 -0.341
5 C -0.097 2.111 0.769
6 C -1.583 1.580 0.312
7 N -1.574 0.423 -0.666
8 C -1.987 -0.844 -0.272
9 N -2.444 -1.277 1.111
10 C -2.769 -2.741 0.914
11 N -2.507 -3.124 -0.534
12 N -2.031 -2.027 -1.236
13 H 2.979 -1.270 1.124
14 H 3.060 0.276 1.723
15 H 3.648 -0.559 -1.117
16 H 3.852 1.235 -0.503
17 H 1.136 -0.347 0.363
18 H 1.295 -0.063 -1.494
19 H 2.014 2.555 0.027
20 H 0.805 2.350 -1.404
21 H -0.210 3.283 0.952
22 H 0.128 1.602 1.822
23 H -2.234 2.437 -0.206
24 H -2.168 1.341 1.325
25 H -1.266 0.529 -1.680
26 H -3.159 -3.388 1.810
27 H -2.695 -4.110 -0.844
28 H -1.806 -2.058 -2.259

Values from the calculation:
Net charge: +1
SMILES: NCCCCCNc1nc[nH][nH+]1
Frontier orbital gap, Ha: 0.2807
HOMO, eV: -11.805
Energy above the lowest of the compared OMol25 structures with the same formula, charge and spin, kcal per mole: 122.9

Mulliken population analysis, charges in e, atoms 1 to 2: number 1, N, carries -0.675; number 2, C, carries -0.434



Computed, not measured: a 2-piece molecular cluster, C7H16NO overall in a non-equilibrium geometry, with the ωB97M-V functional and the def2-TZVPD basis.

Geometry (Å):
1 C -0.673 -0.960 -1.110
2 C -1.962 -0.212 -0.679
3 C 1.271 -0.503 0.166
4 C 2.886 1.306 -0.017
5 C -0.008 -2.278 0.949
6 C -2.400 1.721 0.691
7 C 1.928 0.519 -0.794
8 N 0.203 -1.236 -0.017
9 O -1.544 0.985 -0.100
10 H -0.957 -1.848 -1.654
11 H -0.192 -0.382 -1.901
12 H -2.503 -0.168 -1.625
13 H -2.483 -0.781 0.017
14 H 2.077 -0.796 1.456
15 H 3.246 2.083 -0.623
16 H 3.686 0.711 0.291
17 H 2.311 1.709 0.824
18 H -0.680 -2.026 1.776
19 H -0.447 -3.140 0.416
20 H 0.956 -2.571 1.285
21 H -2.039 2.675 0.530
22 H -3.388 1.570 0.127
23 H -2.530 1.324 1.672
24 H 2.383 -0.014 -1.668
25 H 1.055 1.057 -1.124

Values from the calculation:
Net charge: +1
Frontier orbital gap, Ha: 0.3470
HOMO, eV: -13.658
Energy above the lowest of the compared OMol25 structures with the same formula, charge and spin, kcal per mole: 86.2

Mulliken population analysis, charges in e, atoms 1 to 2: number 1, C, carries -1.119; number 2, C, carries -0.414